DFT (the ωB97M-V functional and the def2-TZVPD basis) results for the ion C4H4NO3S with charge +1 at a distorted geometry.

```
! wB97M-V def2-TZVPD RIJCOSX def2/J DEFGRID3
* xyz 1 1
C 0.7445 1.1783 0.0841
C -0.4129 0.2871 0.2499
C 1.7690 0.4351 -0.3410
C 0.1504 -1.1324 0.1306
N 1.4352 -0.9958 -0.1633
O 2.3036 -1.8187 -0.4750
O -1.6089 0.3083 -0.6662
O -3.4364 0.1817 0.9558
S -3.1152 0.2254 -0.4326
H 0.8452 2.2215 0.1335
H -1.0206 0.4297 1.2205
H 2.6627 0.8172 -0.6646
H -0.3167 -2.1375 -0.0318
*
```

Values from the calculation:
* gap between HOMO and LUMO (alpha / beta): 5.17 / 5.18 eV
* total energy: -833.0019 hartree
* ΔE to the lowest compared entry with this formula, charge and spin: 0.000 eV

=====

DFT (the ωB97M-V functional and the def2-TZVPD basis) results for the molecule C16H22O4.

```
! wB97M-V def2-TZVPD RIJCOSX def2/J DEFGRID3
* xyz 0 1
C -4.5522 -1.9044 -1.3640
C -3.0820 -1.8297 -0.9691
C -2.8643 -1.7347 0.5405
C -3.3057 -0.3960 1.1259
O -2.5532 0.6860 0.5726
C -1.3748 0.9470 1.1285
O -0.9353 0.4221 2.1181
C -0.6943 2.0883 0.4275
C -1.1080 3.3910 0.6617
C -0.4344 4.4485 0.0731
C 0.6584 4.2120 -0.7461
C 1.0772 2.9166 -0.9862
C 0.4016 1.8490 -0.4041
C 0.7828 0.4389 -0.6664
O 0.0432 -0.4963 -0.4745
O 2.0188 0.3266 -1.1565
C 2.4924 -0.9980 -1.3984
C 3.0096 -1.6492 -0.1185
C 4.2048 -0.8978 0.4634
C 4.6857 -1.5317 1.7621
H -4.6459 -2.0500 -2.4378
H -5.0774 -0.9892 -1.1031
H -5.0403 -2.7378 -0.8619
H -2.6123 -0.9667 -1.4430
H -2.5707 -2.7238 -1.3312
H -1.8001 -1.8529 0.7479
H -3.4102 -2.5299 1.0518
H -3.1674 -0.4015 2.2125
H -4.3465 -0.1724 0.8860
H -1.9535 3.5745 1.3075
H -0.7625 5.4608 0.2565
H 1.1821 5.0400 -1.2000
H 1.9212 2.7176 -1.6279
H 1.6768 -1.5939 -1.8217
H 3.2931 -0.8835 -2.1324
H 2.1988 -1.6739 0.6123
H 3.2907 -2.6787 -0.3480
H 5.0186 -0.8950 -0.2662
H 3.9189 0.1398 0.6477
H 4.9854 -2.5641 1.5949
H 3.8928 -1.5211 2.5063
H 5.5381 -0.9865 2.1602
*
```

Values from the calculation:
* gap between HOMO and LUMO: 10.11 eV
* total energy: -923.8741 hartree
* ΔE to the lowest compared entry with this formula, charge and spin: 0.362 eV

=====

DFT (the ωB97M-V functional and the def2-TZVPD basis) results for a cluster of 2 separate species, C2H9NS in total at a distorted geometry.

```
! wB97M-V def2-TZVPD RIJCOSX def2/J DEFGRID3
* xyz 0 1
C 2.9253 -0.1659 0.1983
N 1.8079 0.1843 -0.7271
H 3.3890 -1.1302 0.0092
H 2.4776 -0.1511 1.1947
H 3.6197 0.6678 0.1831
H 2.2404 0.5828 -1.5636
H 1.4195 -0.6700 -1.1255
C -1.9343 0.3933 1.3215
S -1.6828 -0.2501 -0.3850
H -2.1588 1.4657 1.2650
H -1.0551 0.3000 1.9453
H -2.8778 0.0309 1.7068
H -0.5561 0.2755 -0.8466
*
```

Values from the calculation:
* gap between HOMO and LUMO: 9.69 eV
* total energy: -534.5019 hartree
* ΔE to the lowest compared entry with this formula, charge and spin: 0.755 eV

=====

DFT (the ωB97M-V functional and the def2-TZVPD basis) results for a structure of composition C2N2O at a distorted geometry.

```
! wB97M-V def2-TZVPD RIJCOSX def2/J DEFGRID3
* xyz 0 1
C 0.2803 -1.3459 -0.3972
C -0.0259 -0.0049 -0.8526
N 0.2624 -0.9157 0.7626
N -0.2776 1.1211 0.8716
O -0.2392 1.1454 -0.3844
*
```

Values from the calculation:
* gap between HOMO and LUMO (alpha / beta): 8.01 / 7.52 eV
* total energy: -260.5729 hartree
* ΔE to the lowest compared entry with this formula, charge and spin: 7.968 eV

=====

DFT (the ωB97M-V functional and the def2-TZVPD basis) results for a structure of composition C42H57BF3N8O3S4W.

```
! wB97M-V def2-TZVPD RIJCOSX def2/J DEFGRID3
* xyz 1 3
W 0.4258 -0.2740 -0.0429
C -2.0868 -0.0111 -4.9302
C -2.8034 -0.2955 -3.6521
C -4.1398 -0.5129 -3.5857
C -4.7766 -0.7455 -2.3341
N -4.0809 -0.8111 -1.2419
N -2.7455 -0.6380 -1.3034
B -2.1377 -0.7764 0.0852
N -2.8894 0.1335 1.0749
N -3.9049 -0.3906 1.7605
C -4.5681 0.3929 2.5689
C -4.2553 1.7731 2.6599
C -3.1919 2.2956 1.9850
C -2.7679 3.7234 2.0826
C -2.4407 1.3756 1.2044
S -0.9447 1.7696 0.4775
C -5.6491 -0.2912 3.3993
C -4.9734 -1.3785 4.2475
C -6.6690 -0.9405 2.4571
C -6.3639 0.6938 4.3228
N -2.1440 -2.1788 0.6680
N -2.8192 -3.1562 0.0780
C -2.9125 -4.2908 0.7211
C -2.3977 -4.4290 2.0369
C -1.6846 -3.4269 2.6262
C -1.0968 -3.5022 3.9964
C -1.4833 -2.2800 1.8252
S -0.4314 -0.9731 2.2071
C -3.6493 -5.4247 0.0312
C -5.0505 -5.5179 0.6532
C -3.7669 -5.1524 -1.4683
C -2.8940 -6.7427 0.2432
C -2.0672 -0.3269 -2.4185
S -0.4225 0.0433 -2.3937
C -6.2858 -0.8789 -2.1583
C -6.7627 0.3364 -1.3516
C -7.0144 -0.9154 -3.5008
C -6.5905 -2.1640 -1.3812
H -2.7766 -0.0361 -5.7712
H -1.2913 -0.7402 -5.0936
H -1.6093 0.9697 -4.8890
H -4.7299 -0.4912 -4.4908
H -4.8473 2.4131 3.2991
H -3.4535 4.2879 2.7109
H -2.7336 4.1802 1.0920
H -1.7613 3.7927 2.4990
H -4.4862 -2.1179 3.6095
H -5.7209 -1.8873 4.8583
H -4.2246 -0.9473 4.9163
H -6.1805 -1.6552 1.7940
H -7.1744 -0.1919 1.8439
H -7.4265 -1.4674 3.0401
H -5.6777 1.1633 5.0309
H -7.1153 0.1579 4.9029
H -6.8811 1.4768 3.7638
H -2.5577 -5.3571 2.5705
H -1.3356 -4.4523 4.4702
H -1.4805 -2.6921 4.6197
H -0.0133 -3.3850 3.9516
H -5.6113 -4.5959 0.4849
H -5.0007 -5.7006 1.7293
H -5.6022 -6.3426 0.1990
H -4.3055 -4.2263 -1.6647
H -4.3052 -5.9761 -1.9392
H -2.7820 -5.0738 -1.9321
H -2.9028 -7.0680 1.2846
H -1.8566 -6.6629 -0.0893
H -3.3721 -7.5293 -0.3413
H -6.5603 1.2681 -1.8846
H -6.2573 0.3727 -0.3852
H -7.8387 0.2701 -1.1802
H -6.8839 0.0104 -4.0650
H -8.0835 -1.0394 -3.3260
H -6.6829 -1.7521 -4.1198
H -6.0428 -2.1843 -0.4384
H -6.3103 -3.0462 -1.9607
H -7.6597 -2.2237 -1.1704
C 4.9171 -3.8476 0.6324
C 3.9602 -4.7293 -0.1550
N 2.5462 -4.3446 0.0044
C 1.7294 -5.2115 0.8484
C 2.1114 -5.1253 2.3176
C 2.1011 -3.2537 -0.6057
S 0.4175 -2.7893 -0.4369
N 2.9402 -2.6511 -1.4354
C 2.7350 -1.4424 -1.9067
O 1.9914 -0.5510 -1.3885
C 3.4705 -1.0419 -3.1281
C 3.3281 0.2527 -3.6240
C 3.9986 0.6211 -4.7794
C 4.8059 -0.2947 -5.4401
C 4.9485 -1.5853 -4.9460
C 4.2838 -1.9594 -3.7910
H 5.9390 -4.1994 0.4856
H 4.6958 -3.8688 1.6992
H 4.8582 -2.8150 0.2947
H 4.0332 -5.7676 0.1680
H 4.1991 -4.6898 -1.2169
H 1.8567 -6.2323 0.4794
H 0.6871 -4.9402 0.7114
H 3.1310 -5.4695 2.4925
H 1.4455 -5.7605 2.9050
H 2.0341 -4.0971 2.6734
H 2.7008 0.9604 -3.0993
H 3.8934 1.6273 -5.1634
H 5.3288 -0.0019 -6.3416
H 5.5807 -2.2968 -5.4608
H 4.3878 -2.9584 -3.3913
C 2.6498 3.5368 0.4614
O 1.8993 2.3345 0.6973
C 1.4896 1.6909 -0.4010
O 1.6790 2.1281 -1.5076
H 2.9070 3.9176 1.4444
H 2.0485 4.2582 -0.0898
H 3.5491 3.3121 -0.1089
F 3.4169 -0.0353 0.7882
C 2.2474 -0.4366 1.3339
F 2.1163 0.2723 2.4892
F 2.4982 -1.7218 1.7544
*
```

Values from the calculation:
* gap between HOMO and LUMO (alpha / beta): 6.75 / 5.74 eV
* total energy: -4282.6322 hartree
* ΔE to the lowest compared entry with this formula, charge and spin: 0.114 eV

=====

DFT (the ωB97M-V functional and the def2-TZVPD basis) results for a structure of composition C32H23BrN5NaO2PSSe2.

```
! wB97M-V def2-TZVPD RIJCOSX def2/J DEFGRID3
* xyz -1 1
Na -0.5396 -0.4022 1.3632
S -0.6468 3.7116 3.2348
C -0.4101 2.3339 4.3526
C -0.6884 2.6276 5.6901
C -0.5145 1.6304 6.6282
C -0.0552 0.3875 6.2118
C 0.2097 0.2038 4.8654
N 0.0335 1.1612 3.9440
H -1.0297 3.6154 5.9741
H -0.7299 1.8218 7.6726
H 0.0954 -0.4271 6.9085
H 0.5707 -0.7457 4.4795
Br 4.5176 -0.3479 -4.2947
C 4.5619 -1.8718 -3.1691
C 4.6739 -1.7028 -1.7968
C 4.6851 -2.8150 -0.9696
C 4.5846 -4.0921 -1.5141
C 4.5232 -4.2434 -2.8902
C 4.4911 -3.1351 -3.7270
N 4.7069 -5.3085 -0.7394
N 4.0869 -5.4762 0.3323
C 3.0438 -4.6272 0.7867
C 3.0864 -4.3412 2.1392
C 2.2616 -3.4037 2.7451
C 1.2733 -2.7137 2.0108
O 0.5081 -1.8394 2.4989
C 1.1394 -3.1052 0.5919
N 0.1431 -2.4936 -0.0986
C -0.0788 -2.8491 -1.3408
C 0.6431 -3.8729 -1.9804
C 1.6669 -4.4783 -1.3101
C 1.9857 -4.0694 0.0054
H 4.7325 -0.7087 -1.3738
H 4.7503 -2.6832 0.1023
H 4.4924 -5.2456 -3.3022
H 4.4209 -3.2550 -4.8000
H 3.8495 -4.8497 2.7202
H 2.3492 -3.1840 3.8020
H -0.8587 -2.3065 -1.8683
H 0.3841 -4.1653 -2.9898
H 2.2340 -5.2743 -1.7746
Se -0.0296 3.0055 1.2774
P -1.7496 2.2108 -0.9396
Se -0.2608 0.9769 -1.8027
C -3.4455 1.6496 -1.2624
C -4.4932 2.0894 -0.4559
C -5.7911 1.6814 -0.7185
C -6.0537 0.8317 -1.7887
C -5.0116 0.3904 -2.5892
C -3.7081 0.7964 -2.3247
C -1.7123 3.9311 -1.5186
C -1.1264 4.2521 -2.7383
C -1.1389 5.5642 -3.1958
C -1.7254 6.5625 -2.4313
C -2.2999 6.2495 -1.2049
C -2.2985 4.9392 -0.7513
H -4.2839 2.7193 0.4007
H -6.6001 2.0129 -0.0787
H -7.0690 0.5075 -1.9888
H -5.2098 -0.2793 -3.4173
H -2.8808 0.4468 -2.9311
H -0.6476 3.4681 -3.3132
H -0.6812 5.8042 -4.1482
H -1.7295 7.5861 -2.7873
H -2.7434 7.0293 -0.5965
H -2.7294 4.6950 0.2119
O -2.0040 1.0778 1.2233
N -1.7298 2.3424 0.7495
*
```

Values from the calculation:
* gap between HOMO and LUMO: 6.50 eV
* total energy: -9936.3029 hartree
* ΔE to the lowest compared entry with this formula, charge and spin: 0.000 eV